(1)
ORCA calculation (wB97M-V/def2-TZVPD) on the molecule C2H4N2O4 at a distorted geometry.

The geometry in XYZ format:
```
12
Properties=species:S:1:pos:R:3:nbo_charge:R:1
O -2.6528 0.6302 -0.3615 -0.601
C -2.2816 -0.5032 0.1876 0.639
O -1.0441 -1.0016 0.1882 -0.472
C 0.1493 -0.3786 0.1717 0.571
N 1.1230 -1.2942 -0.0071 -0.200
O 2.2631 -0.5929 -0.2134 -0.578
N 0.1157 0.9950 -0.1474 -0.378
O 1.2322 1.7557 0.3565 -0.538
H -2.9655 -1.2355 0.6012 0.156
H 2.8687 -1.4336 -0.3886 0.492
H -0.7146 1.5568 -0.1625 0.428
H 1.9066 1.5019 -0.2248 0.479
```

## Properties
E_tot: -488.91176 Ha
structure (SMILES): O=CO/C(=N/O)NO
2S+1: 1
relative energy (zero: lowest compared OMol25 entry of this formula, charge and spin): 101.32 kcal per mole
LUMO level: 0.30 eV


(2)
ORCA calculation (wB97M-V/def2-TZVPD) on a structure of composition C2H4N2O4 at a distorted geometry.

The geometry in XYZ format:
```
12
Properties=species:S:1:pos:R:3:nbo_charge:R:1
C -0.4590 -0.0602 -0.1678 0.556
C 0.3475 1.7238 -1.2197 0.649
H 0.5133 -1.6012 1.3788 0.485
H 1.4112 0.2458 -0.4382 0.398
H 0.1572 2.7361 -1.8248 0.138
H -1.9310 -1.8464 1.8721 0.487
N 0.8279 -0.4211 -0.0502 -0.381
N -1.4955 -0.6277 0.4064 -0.225
O 1.0572 -0.8249 1.3238 -0.553
O -0.7321 1.1896 -0.6707 -0.433
O 1.4728 1.3784 -1.4304 -0.563
O -1.1694 -1.8921 0.8206 -0.559
```

## Properties
E_tot: -488.85377 Ha
2S+1: 1
relative energy (zero: lowest compared OMol25 entry of this formula, charge and spin): 137.71 kcal per mole
LUMO level: -0.04 eV


(3)
ORCA calculation (wB97M-V/def2-TZVPD) on a structure of composition C2H4N2OS at a distorted geometry.

The geometry in XYZ format:
```
10
Properties=species:S:1:pos:R:3:nbo_charge:R:1
C -0.5725 -0.2175 0.2997 0.007
C 0.3983 0.2681 -0.5161 -0.011
H -0.4228 -0.9684 2.3608 0.426
H 1.1988 -0.0211 1.5634 0.434
H 0.1820 1.3891 -1.3386 0.216
H 3.4500 -0.1072 -0.8433 0.498
N 0.0692 -0.5916 1.4556 -0.775
N 1.6856 -0.0461 -0.3534 -0.165
O 2.5559 0.8162 -1.0149 -0.505
S -2.2558 -0.1663 -0.0025 -0.124
```

## Properties
E_tot: -661.31840 Ha
2S+1: 1
relative energy (zero: lowest compared OMol25 entry of this formula, charge and spin): 167.63 kcal per mole
LUMO level: -0.97 eV


(4)
ORCA calculation (wB97M-V/def2-TZVPD) on the molecule C2H4N2OS at a distorted geometry.

The geometry in XYZ format:
```
10
Properties=species:S:1:pos:R:3:nbo_charge:R:1
H -2.9151 0.4548 0.0892 0.360
N -2.3121 -0.3562 -0.0176 -0.758
C -1.0445 -0.0628 -0.0536 0.670
N -0.0796 -1.0156 0.2754 -0.790
S 1.4414 -0.4588 -0.1607 0.415
C 0.8254 1.0905 0.2910 -0.278
O -0.5028 1.1570 -0.2620 -0.478
H -0.3704 -1.9361 0.0579 0.425
H 0.8408 1.0759 1.3863 0.200
H 1.4607 1.9265 -0.0958 0.233
```

## Properties
E_tot: -661.50798 Ha
structure (SMILES): [H]/N=C1/NSCO1
2S+1: 1
relative energy (zero: lowest compared OMol25 entry of this formula, charge and spin): 48.67 kcal per mole
LUMO level: 0.59 eV


(5)
ORCA calculation (wB97M-V/def2-TZVPD) on the molecule C2H4N2OS.

The geometry in XYZ format:
```
10
Properties=species:S:1:pos:R:3:nbo_charge:R:1
N 0.2300 1.4004 -0.0016 -0.629
N -0.0985 0.0450 -0.0025 -0.321
C -1.4699 -0.2547 0.0005 0.544
O -1.9032 -1.3753 -0.0024 -0.542
C 0.8462 -0.9476 -0.0014 -0.100
S 2.4555 -0.7106 0.0000 -0.066
H 0.7894 1.5638 0.8113 0.366
H 0.8266 1.5677 -0.8111 0.368
H -2.0674 0.6584 0.0058 0.146
H 0.3914 -1.9469 0.0014 0.235
```

## Properties
E_tot: -661.51861 Ha
structure (SMILES): NN(C=O)C=S
2S+1: 1
relative energy (zero: lowest compared OMol25 entry of this formula, charge and spin): 42.00 kcal per mole
LUMO level: -0.34 eV


(6)
ORCA calculation (wB97M-V/def2-TZVPD) on a structure of composition C2H4N2OS at a distorted geometry.

The geometry in XYZ format:
```
10
Properties=species:S:1:pos:R:3:nbo_charge:R:1
C 0.1807 0.6227 -0.9178 0.167
C 0.2628 -0.7776 -0.3700 -0.317
N -0.6564 1.4420 -0.4380 -0.531
N -0.8401 -0.8423 0.5037 -0.768
O 0.5808 1.6509 1.8453 -0.631
S -1.2407 0.7321 0.9352 1.040
H 0.7658 0.8630 -1.6994 0.188
H 0.1802 -1.5114 -1.1023 0.219
H 1.3552 -0.8038 -0.0846 0.225
H -0.5882 -1.3756 1.3279 0.408
```

## Properties
E_tot: -661.32865 Ha
2S+1: 1
relative energy (zero: lowest compared OMol25 entry of this formula, charge and spin): 161.20 kcal per mole
LUMO level (spin up / spin down): -0.45 / -0.75 eV